(1)
99
Properties=species:S:1:pos:R:3:lowdin_charge:R:1 method="wB97M-V/def2-TZVPD" spin_multiplicity=1 charge=-1
Y 0.25670 1.41487 0.38529 1.159
S -0.20078 -1.83489 0.92144 0.398
P -0.86769 -1.32972 -0.87918 0.397
C -0.10800 0.12093 -1.45473 -0.677
P -0.97766 1.13617 -2.57616 0.336
S 0.26690 2.10536 -3.73498 0.291
C -2.12316 2.33037 -1.75156 -0.362
C -3.13643 1.83455 -0.93305 -0.101
C -3.98245 2.69499 -0.26369 -0.073
C -3.81937 4.06511 -0.39293 -0.098
C -2.82336 4.56579 -1.21493 -0.088
C -1.97792 3.70527 -1.89429 -0.109
C -2.11244 0.25237 -3.69985 -0.345
C -1.56416 -0.82365 -4.38852 -0.117
C -2.31885 -1.51340 -5.31608 -0.088
C -3.62117 -1.11423 -5.57821 -0.100
C -4.15104 -0.01478 -4.92622 -0.091
C -3.40188 0.67680 -3.99217 -0.074
C -2.68493 -1.58157 -0.79294 -0.352
C -3.43039 -2.11844 -1.83480 -0.100
C -4.78999 -2.32400 -1.67243 -0.078
C -5.41105 -1.97912 -0.48384 -0.093
C -4.67938 -1.39173 0.53501 -0.086
C -3.32139 -1.19311 0.38470 -0.141
C -0.32561 -2.75460 -1.89780 -0.349
C 0.86778 -2.61311 -2.59397 -0.123
C 1.43116 -3.68740 -3.25441 -0.096
C 0.80392 -4.92150 -3.22043 -0.102
C -0.37570 -5.07382 -2.50942 -0.090
C -0.93011 -4.00345 -1.83421 -0.095
H -3.28340 0.76586 -0.85800 0.078
H -4.76405 2.29263 0.36622 0.104
H -4.46695 4.73709 0.15435 0.102
H -2.69207 5.63365 -1.31366 0.107
H -1.21308 4.09733 -2.55246 0.071
H -0.54002 -1.11017 -4.18636 0.091
H -1.89153 -2.36389 -5.83014 0.103
H -4.22056 -1.65604 -6.29753 0.095
H -5.16021 0.30990 -5.14186 0.098
H -3.82149 1.54200 -3.49489 0.104
H -2.94947 -2.39148 -2.76164 0.092
H -5.35976 -2.76452 -2.47874 0.100
H -6.46647 -2.17291 -0.35157 0.096
H -5.16516 -1.09337 1.45425 0.103
H -2.73741 -0.74622 1.18589 0.084
H 1.33904 -1.63771 -2.61200 0.090
H 2.35946 -3.56398 -3.79853 0.099
H 1.23713 -5.76485 -3.74166 0.093
H -0.86198 -6.03934 -2.47590 0.097
H -1.83103 -4.13866 -1.25274 0.105
N 2.18648 2.36240 -1.11831 -0.070
C 1.91447 3.81179 -1.23876 -0.204
C 0.99058 4.40444 -0.14821 -0.644
O 1.14321 5.59167 0.14370 -0.012
N 0.09629 3.56282 0.35862 -0.170
C -0.66448 4.06663 1.49555 -0.140
C -0.81798 2.97829 2.58748 -0.673
O -0.94682 3.30766 3.75618 0.030
O -0.82549 1.76670 2.15764 -0.200
H 3.17613 2.22288 -0.91553 0.077
H 2.00710 1.94955 -2.04191 -0.020
H 1.43035 4.00769 -2.20185 0.060
H 2.83923 4.39832 -1.20808 0.113
H -1.68213 4.35347 1.18459 0.108
H -0.18364 4.96241 1.91516 0.118
Cl 2.36661 2.90138 1.96452 0.873
C 3.74413 2.06115 2.59983 -0.606
C 4.87316 2.74838 3.01465 -0.093
C 5.93785 2.03848 3.54514 -0.085
C 5.86671 0.65891 3.65912 -0.081
C 4.73571 -0.01732 3.23619 -0.063
C 3.65883 0.67317 2.69579 -0.357
P 2.10689 -0.12806 2.08233 0.979
C 2.84709 -1.69485 1.49979 -0.431
C 3.11771 -2.83125 2.25018 -0.111
C 3.70261 -3.92980 1.64055 -0.083
C 4.02765 -3.90099 0.29604 -0.087
C 3.76629 -2.76674 -0.45430 -0.081
C 3.17781 -1.67205 0.14578 -0.121
C 1.33839 -0.40485 3.71144 -0.353
C 1.30313 0.67118 4.59959 -0.087
C 0.64537 0.55269 5.80812 -0.072
C 0.03322 -0.64129 6.15197 -0.090
C 0.05364 -1.70586 5.26673 -0.082
C 0.68283 -1.58736 4.03959 -0.139
H 4.90117 3.82181 2.92238 0.106
H 6.82252 2.56194 3.87594 0.101
H 6.69414 0.10430 4.07583 0.100
H 4.68319 -1.09166 3.32839 0.099
H 2.85422 -2.87095 3.29853 0.100
H 3.90059 -4.81972 2.22430 0.100
H 4.46848 -4.77026 -0.17341 0.099
H 4.00901 -2.74400 -1.50653 0.100
H 2.93166 -0.78607 -0.43437 0.093
H 1.76986 1.61195 4.34501 0.087
H 0.59406 1.40410 6.47061 0.107
H -0.47690 -0.73217 7.10224 0.097
H -0.44140 -2.63283 5.51992 0.100
H 0.63792 -2.39343 3.32311 0.041


(2)
63
Properties=species:S:1:pos:R:3:lowdin_charge:R:1 method="wB97M-V/def2-TZVPD" spin_multiplicity=1
C -6.11110 -0.99110 0.49715 -0.054
H -6.59621 -1.05494 1.46839 0.094
H -6.80676 -0.60390 -0.25082 0.098
H -5.76197 -1.97337 0.17091 0.098
O -5.01338 -0.10734 0.65418 -0.054
C -4.25320 0.06249 -0.44052 -0.472
O -4.49491 -0.47736 -1.49407 0.109
C -3.12451 0.98980 -0.22301 -0.141
C -2.80756 1.51364 1.02072 -0.012
C -1.73599 2.38026 1.15060 0.014
C -0.96717 2.73451 0.05101 -0.190
C -1.27724 2.18418 -1.21572 -0.193
C -2.35282 1.32826 -1.33628 0.041
H -2.62975 0.89292 -2.28277 0.118
O -0.45249 2.54968 -2.23321 -0.065
C -0.72979 2.05120 -3.51977 -0.074
H 0.03939 2.46852 -4.16786 0.096
H -1.71430 2.37311 -3.87244 0.100
H -0.67657 0.95802 -3.54681 0.090
O 0.03915 3.64818 0.06321 -0.015
C 0.90952 3.74809 1.16938 -0.125
C 2.28697 3.19304 0.77954 -0.355
O 3.19629 3.50074 1.80702 -0.023
H 3.94208 2.89377 1.69407 0.085
C 2.22875 1.67812 0.55578 -0.163
N 3.56558 1.21221 0.22561 -0.057
H 3.80608 1.51756 -0.71343 0.124
C 3.76926 -0.21658 0.34704 -0.176
H 4.81573 -0.42102 0.10620 0.126
H 3.60303 -0.47328 1.39463 0.106
C 2.89961 -1.08776 -0.58731 -0.280
N 3.58098 -2.36293 -0.83828 -0.228
C 3.04720 -3.06468 -1.98680 -0.101
H 3.06473 -2.40521 -2.85349 0.085
H 3.68624 -3.92233 -2.19529 0.084
H 2.01852 -3.42540 -1.83707 0.086
C 3.66223 -3.24344 0.30796 -0.096
H 4.11116 -2.71581 1.14554 0.081
H 4.30896 -4.08138 0.04746 0.086
H 2.68530 -3.64423 0.61661 0.087
C 1.46565 -1.25653 -0.12985 -0.210
C 0.43743 -1.23954 -1.07135 -0.031
C -0.87228 -1.46895 -0.71149 0.009
C -1.20360 -1.70801 0.62218 -0.266
C -0.19074 -1.72349 1.57169 -0.001
C 1.12380 -1.51313 1.19005 -0.046
H 1.88427 -1.55161 1.95555 0.110
H -0.40442 -1.90949 2.61262 0.104
O -2.52281 -1.92113 0.88604 -0.090
C -2.90947 -2.11671 2.22380 -0.078
H -2.64302 -1.25693 2.84667 0.097
H -3.99208 -2.22473 2.20904 0.085
H -2.46190 -3.02439 2.64303 0.098
H -1.66508 -1.47200 -1.44198 0.120
H 0.67243 -1.04462 -2.10875 0.114
H 2.88427 -0.57799 -1.56127 0.143
H 1.92541 1.19645 1.49011 0.135
H 1.47670 1.44632 -0.21065 0.122
H 2.59649 3.68180 -0.15914 0.154
H 1.01575 4.80734 1.42153 0.139
H 0.54255 3.20990 2.04632 0.123
H -1.51483 2.80510 2.11798 0.115
H -3.40560 1.25608 1.87980 0.117


(3)
9
Properties=species:S:1:pos:R:3:lowdin_charge:R:1 method="wB97M-V/def2-TZVPD" spin_multiplicity=1
C 0.22551 1.27284 0.16313 -0.399
C -0.62391 -1.63972 0.13154 -0.935
C 1.37815 0.79577 -0.21887 -0.249
F 2.56392 1.36316 -0.24926 0.036
P 0.81005 -2.31525 -0.31566 0.767
P -1.27521 0.10600 0.31139 0.764
H 0.09274 2.31029 0.71287 0.106
H -1.40852 -2.38548 0.45417 -0.020
H -1.76274 0.49240 -0.98932 -0.070


(4)
47
Properties=species:S:1:pos:R:3:lowdin_charge:R:1 method="wB97M-V/def2-TZVPD" spin_multiplicity=1
C -0.07083 -2.67949 2.31243 -0.027
H -1.00866 -2.68065 2.86292 0.089
H 0.47109 -3.59282 2.54343 0.087
H -0.29228 -2.68693 1.24894 0.060
C 0.77948 -1.48548 2.74345 -0.280
N 2.07123 -1.48132 2.05986 -0.118
C 3.08528 -0.68412 2.72948 -0.157
H 3.11274 -0.95367 3.78657 0.129
C 4.44217 -0.99086 2.09357 -0.195
H 5.22275 -0.36688 2.53140 0.125
O 4.44141 -0.71500 0.71249 -0.129
C 3.43394 -1.45444 0.06668 -0.193
C 2.05353 -1.13932 0.64800 -0.159
H 1.30716 -1.73615 0.12369 0.115
H 1.84418 -0.06741 0.48200 0.134
H 3.47870 -1.18078 -0.98890 0.126
H 3.63061 -2.53149 0.17674 0.128
H 4.68260 -2.05198 2.25933 0.126
H 2.88043 0.39597 2.64803 0.130
C 0.08070 -0.12585 2.62264 -0.407
O 0.25068 0.75006 3.44426 0.081
N -0.66469 0.01389 1.48706 0.155
C -1.35331 1.11368 1.02174 -0.134
C -1.56720 2.24596 1.81371 0.015
C -2.30607 3.30903 1.34367 -0.098
C -2.84972 3.25103 0.06731 -0.668
C -2.62854 2.16422 -0.75026 -0.082
C -1.85691 1.08963 -0.30195 -0.072
C -1.59292 -0.04439 -1.20847 -0.276
O -1.28421 -1.15997 -0.80202 0.074
C -1.69499 0.20913 -2.66434 -0.164
C -2.25898 -0.77405 -3.47485 -0.011
C -2.34726 -0.58393 -4.84057 -0.069
C -1.84733 0.57511 -5.41233 -0.075
C -1.25320 1.54152 -4.61609 -0.067
C -1.17869 1.36574 -3.24695 -0.035
H -0.69691 2.11109 -2.63097 0.123
H -0.84747 2.43635 -5.06360 0.107
H -1.91267 0.72254 -6.47989 0.105
H -2.80134 -1.34192 -5.46088 0.105
H -2.63725 -1.67489 -3.01505 0.120
H -3.07205 2.13358 -1.73356 0.111
Br -3.91479 4.69597 -0.57248 0.726
H -2.47558 4.17258 1.96790 0.107
H -1.15324 2.26948 2.80825 0.105
H -0.71089 -0.78096 0.84810 0.084
H 1.00931 -1.60182 3.80953 0.148


(5)
18
Properties=species:S:1:pos:R:3:lowdin_charge:R:1 method="wB97M-V/def2-TZVPD" spin_multiplicity=1
N -0.19367 -0.55173 -2.06574 0.004
C 0.75213 0.50352 -1.64134 -0.300
C 0.32663 1.10234 -0.36063 -0.410
N 0.17244 0.32894 0.77668 -0.144
C -0.21111 1.22957 1.99008 -0.062
H 0.38185 -1.33714 -2.39293 0.078
H -0.89853 -0.61695 -1.39016 0.023
H 1.96359 0.27858 -1.45308 0.157
H 0.78292 1.27715 -2.47625 0.110
H 1.00615 1.92171 -0.16235 0.101
H -0.70303 1.49030 -0.48788 0.128
H 0.90556 -0.43822 0.85583 0.135
H 0.17351 2.21499 1.74056 0.057
H -1.27046 1.35444 1.92615 0.051
H 0.06082 0.75621 2.95982 0.085
H -1.53179 -2.57164 0.36788 0.059
H -0.98380 -3.92119 1.03731 0.031
O -0.73319 -3.02088 0.77605 -0.102


Maximum force per entry: 0.052; 0.015; 0.049; 0.012; 0.078 Eh/bohr
Total energy per entry: -121621.2300; -39634.4630; -24448.9404; -100246.4600; -8331.3623 eV
ΔE to the lowest compared entry with this formula, charge and spin per entry: 2.063; 3.112; 3.550; 0.965; 1.960 eV